(1)
Molecular formula: C5H13NO2
Method: DFT, the ωB97M-V functional and the def2-TZVPD basis

Cartesian coordinates (Å):
C1 0.72697 0.10178 0.45258
C2 2.26090 0.37739 0.36324
C3 0.21688 -0.34212 -0.93645
C4 -1.28698 -0.44541 -1.24784
C5 -2.23460 -0.90266 -0.15484
N1 0.09989 1.31761 0.94592
O1 0.53365 -0.91337 1.41109
O2 2.51866 1.62509 -0.28874
H1 -0.41729 -0.99234 1.57118
H2 1.75841 2.18962 -0.03612
H3 -0.89608 1.17775 1.07561
H4 0.47495 1.48975 1.88056
H5 2.77786 -0.41659 -0.18636
H6 2.70768 0.41928 1.36351
H7 0.64617 -1.33377 -1.13796
H8 0.63764 0.32535 -1.70172
H9 -1.39118 -1.14466 -2.08933
H10 -1.63761 0.52165 -1.62781
H11 -3.22445 -1.09340 -0.58459
H12 -1.89840 -1.82745 0.31955
H13 -2.37305 -0.13349 0.60851

- electronic energy (eV) = -10980.779
- structure (SMILES) = CCC[C@@](N)(O)CO
- 2S+1 = 1
- largest force on an atom (eV/A) = 0.9
- lowest unoccupied orbital energy (eV) = 0.780
- orbital gap (eV) = 10.75

(2)
Molecular formula: C5H3NO
Method: DFT, the ωB97M-V functional and the def2-TZVPD basis

Cartesian coordinates (Å):
C1 -0.17779 1.54066 -1.99534
C2 0.95066 -0.75570 -1.51636
C3 0.39675 0.30803 -1.74906
C4 -0.79449 -1.01079 1.80910
C5 -0.00583 0.01145 1.79191
N1 -0.66221 2.58389 -2.22252
O1 -1.65404 -1.83406 1.89500
H1 1.06770 -1.72320 -1.25878
H2 1.01343 0.03273 2.24327
H3 -0.13420 0.84698 1.00278

- electronic energy (eV) = -8766.916
- structure (SMILES) = C#CC#N.C=C=O
- 2S+1 = 1
- largest force on an atom (eV/A) = 5.0
- lowest unoccupied orbital energy (eV) = -0.025
- orbital gap (eV) = 9.63

Which formula does entry 1 have? C5H13NO2